1.
{
  "formula": "C12H15CoNO5",
  "method": "ωB97M-V/def2-TZVPD",
  "elements": ["Co", "O", "C", "C", "O", "C", "O", "C", "O", "C", "H", "H", "C", "H", "H", "O", "C", "C", "C", "C", "C", "C", "N", "H", "H", "H", "H", "H", "H", "H", "H", "H", "H", "H"],
  "coordinates": [[0.85, 1.44, -0.51], [3.46, -0.15, -0.56], [2.49, 0.47, -0.55], [-0.88, 2.23, -0.45], [-1.94, 2.68, -0.41], [0.69, 1.23, -2.40], [0.57, 1.08, -3.54], [1.04, 1.70, 1.36], [1.15, 1.83, 2.50], [3.61, 5.72, -1.25], [4.25, 5.72, -0.38], [4.08, 5.49, -2.20], [2.38, 6.36, -1.22], [1.88, 6.64, -2.14], [2.05, 6.87, -0.32], [0.17, -0.22, -0.24], [-0.55, -1.20, -0.08], [0.16, -2.52, 0.06], [-0.12, -3.22, 1.39], [-1.49, -3.91, 1.41], [-2.70, -2.98, 1.31], [-2.81, -2.21, -0.01], [-1.90, -1.08, -0.10], [-0.06, -3.19, -0.79], [1.26, -2.32, 0.04], [0.63, -4.03, 1.50], [0.00, -2.52, 2.24], [-1.53, -4.65, 0.58], [-1.57, -4.47, 2.37], [-3.59, -3.65, 1.38], [-2.74, -2.27, 2.17], [-2.67, -2.90, -0.87], [-3.85, -1.81, -0.08], [-2.32, -0.15, -0.22]],
  "spin_multiplicity": 5,
  "orbital_gap_ev": [7.588, 3.888],
  "charge": 3,
  "e_tot_ha": -2278.7100,
  "e_homo_ev": [-18.98, -18.95]
}

***

2.
{
  "formula": "C12H15F9O3",
  "method": "ωB97M-V/def2-TZVPD",
  "elements": ["O", "C", "O", "C", "C", "C", "C", "C", "C", "F", "H", "H", "H", "H", "H", "H", "H", "H", "H", "H", "H", "C", "C", "C", "F", "F", "F", "F", "O", "C", "C", "F", "F", "F", "F", "H", "H", "H", "H"],
  "coordinates": [[-3.15, -2.44, 1.68], [-2.79, -1.46, 1.26], [-2.81, -1.16, -0.07], [-2.60, 0.23, -0.29], [-2.99, 0.81, 1.07], [-2.24, -0.21, 1.92], [-2.34, -0.05, 3.42], [-1.41, 1.10, 3.86], [0.04, 0.61, 3.92], [0.70, 1.03, 2.77], [-3.10, 0.64, -1.15], [-1.55, 0.48, -0.37], [-4.04, 0.53, 1.18], [-2.76, 1.86, 1.19], [-1.19, -0.20, 1.62], [-2.14, -0.97, 3.94], [-3.35, 0.29, 3.63], [-1.74, 1.53, 4.80], [-1.46, 1.85, 3.09], [0.10, -0.46, 3.90], [0.55, 1.03, 4.78], [3.26, -0.16, -1.52], [3.69, -0.99, -2.73], [3.67, -0.28, -4.07], [2.41, 0.12, -4.38], [4.08, -1.12, -5.05], [2.95, -2.12, -2.78], [4.98, -1.38, -2.51], [1.92, -0.33, -1.10], [0.94, 0.41, -1.72], [-0.07, -0.49, -2.43], [0.54, -1.22, -3.38], [-1.01, 0.26, -3.04], [1.48, 1.32, -2.56], [0.30, 1.11, -0.75], [3.85, -0.51, -0.68], [3.51, 0.90, -1.64], [4.33, 0.59, -4.07], [-0.56, -1.16, -1.72]],
  "orbital_gap_ev": 10.941,
  "charge": 0,
  "e_tot_ha": -1590.7493,
  "e_homo_ev": -10.28,
  "smiles": "FC(F)C(F)(F)COC(F)(F)C(F)F.O=C1OCC[C@H]1CCCF"
}

***

3.
{
  "formula": "C12H15F9O6",
  "method": "ωB97M-V/def2-TZVPD",
  "elements": ["C", "C", "O", "C", "O", "C", "F", "F", "F", "H", "H", "H", "H", "H", "C", "C", "O", "C", "O", "C", "F", "F", "F", "H", "H", "H", "H", "H", "C", "C", "O", "C", "O", "C", "F", "F", "F", "H", "H", "H", "H", "H"],
  "coordinates": [[19.27, -2.63, -9.43], [17.95, -2.27, -10.13], [17.53, -3.35, -11.03], [16.51, -3.16, -11.87], [16.04, -2.04, -12.13], [16.01, -4.56, -12.46], [16.66, -5.66, -11.96], [14.72, -4.69, -12.10], [16.05, -4.53, -13.76], [19.44, -1.76, -8.78], [20.17, -2.56, -10.03], [19.25, -3.43, -8.69], [18.17, -1.40, -10.76], [17.22, -2.09, -9.34], [16.57, -5.35, -8.32], [15.13, -5.83, -8.34], [14.51, -5.43, -7.09], [13.19, -5.72, -6.90], [12.47, -6.38, -7.62], [12.67, -4.93, -5.64], [11.85, -5.74, -5.01], [13.71, -4.57, -4.89], [12.12, -3.87, -6.08], [16.66, -4.27, -8.22], [16.98, -5.42, -9.33], [17.20, -5.84, -7.57], [15.04, -6.91, -8.45], [14.85, -5.43, -9.31], [18.05, -9.24, -7.58], [18.28, -10.31, -6.53], [19.03, -9.79, -5.44], [19.18, -10.39, -4.34], [18.98, -11.59, -4.11], [19.83, -9.47, -3.23], [21.18, -9.73, -3.09], [19.80, -8.11, -3.50], [19.30, -9.72, -2.07], [19.04, -9.05, -7.97], [17.56, -8.33, -7.23], [17.43, -9.59, -8.41], [18.86, -11.14, -6.95], [17.25, -10.60, -6.31]],
  "orbital_gap_ev": 11.550,
  "charge": 0,
  "e_tot_ha": -1816.4753,
  "e_homo_ev": -11.24,
  "e_above_lowest_kcal_mol": 44.5,
  "smiles": "CCOC(=O)C(F)(F)F.CCOC(=O)C(F)(F)F.CCOC(=O)C(F)(F)F"
}

***

4.
{
  "formula": "C12H15FN2O3S",
  "method": "ωB97M-V/def2-TZVPD",
  "elements": ["C", "N", "S", "O", "O", "C", "C", "C", "C", "C", "C", "H", "H", "F", "H", "H", "C", "H", "H", "C", "O", "N", "C", "C", "C", "H", "H", "H", "H", "H", "H", "H", "H", "H"],
  "coordinates": [[2.32, -1.72, 0.83], [2.28, -0.92, -0.37], [1.58, -1.62, -1.72], [1.80, -0.70, -2.80], [2.12, -2.94, -1.82], [-0.18, -1.75, -1.42], [-0.66, -2.78, -0.64], [-2.02, -2.85, -0.36], [-2.85, -1.87, -0.89], [-2.38, -0.85, -1.70], [-1.02, -0.79, -1.96], [-0.60, -0.02, -2.58], [-3.07, -0.12, -2.10], [-4.17, -1.93, -0.62], [-2.43, -3.63, 0.25], [0.02, -3.52, -0.26], [2.09, 0.49, -0.24], [2.19, 0.91, -1.25], [2.89, 0.90, 0.40], [0.73, 0.89, 0.34], [-0.10, 0.09, 0.71], [0.54, 2.23, 0.38], [-0.67, 2.83, 0.85], [-1.13, 2.56, 2.25], [-0.58, 3.90, 1.89], [-1.25, 4.74, 1.83], [0.41, 4.16, 2.26], [-2.19, 2.45, 2.42], [-0.52, 1.89, 2.84], [-1.43, 2.93, 0.08], [1.25, 2.84, 0.02], [2.49, -2.75, 0.51], [1.39, -1.66, 1.40], [3.15, -1.39, 1.45]],
  "orbital_gap_ev": 9.704,
  "charge": 0,
  "e_tot_ha": -1299.5239,
  "e_homo_ev": -9.12,
  "smiles": "CN(CC(=O)NC1CC1)S(=O)(=O)c1ccc(F)cc1"
}

***

5.
{
  "formula": "C12H15FN2O5S",
  "method": "ωB97M-V/def2-TZVPD",
  "elements": ["C", "H", "H", "H", "O", "C", "O", "C", "N", "C", "O", "C", "N", "S", "O", "O", "C", "C", "C", "C", "C", "C", "H", "H", "F", "H", "H", "H", "H", "H", "H", "C", "H", "H", "H", "H"],
  "coordinates": [[4.43, 3.26, -1.07], [4.37, 2.78, -2.05], [5.44, 3.60, -0.88], [3.73, 4.09, -1.04], [4.13, 2.32, -0.04], [2.92, 1.77, -0.09], [2.09, 2.02, -0.93], [2.71, 0.80, 1.07], [1.34, 0.34, 1.06], [0.37, 1.01, 1.71], [0.57, 1.92, 2.49], [-1.04, 0.49, 1.41], [-1.22, -0.94, 1.59], [-1.02, -1.97, 0.30], [0.07, -1.56, -0.55], [-0.99, -3.29, 0.85], [-2.55, -1.69, -0.58], [-3.71, -2.24, -0.07], [-4.91, -2.01, -0.72], [-4.90, -1.24, -1.87], [-3.74, -0.69, -2.39], [-2.55, -0.92, -1.73], [-1.61, -0.53, -2.10], [-3.79, -0.09, -3.29], [-6.07, -1.01, -2.50], [-5.84, -2.43, -0.36], [-3.65, -2.85, 0.82], [-0.87, -1.31, 2.45], [-1.75, 1.02, 2.06], [-1.29, 0.71, 0.37], [1.08, -0.32, 0.33], [3.67, -0.38, 0.96], [3.54, -1.04, 1.81], [4.69, -0.02, 0.93], [3.46, -0.94, 0.05], [2.87, 1.35, 2.00]],
  "orbital_gap_ev": 10.008,
  "charge": 0,
  "e_tot_ha": -1450.0626,
  "e_homo_ev": -9.53,
  "smiles": "COC(=O)[C@H](C)NC(=O)CNS(=O)(=O)c1ccc(F)cc1"
}

***

6.
{
  "formula": "C12H15FO2",
  "method": "ωB97M-V/def2-TZVPD",
  "elements": ["C", "C", "C", "C", "C", "C", "C", "C", "C", "C", "C", "C", "O", "O", "F", "H", "H", "H", "H", "H", "H", "H", "H", "H", "H", "H", "H", "H", "H", "H"],
  "coordinates": [[-0.89, -1.52, 0.78], [-2.19, -1.75, 1.03], [-0.20, -0.32, 0.54], [-0.28, 0.77, 1.31], [0.60, 1.81, 0.78], [-3.31, -0.68, 0.81], [1.38, 1.21, -0.44], [1.06, -0.30, -0.36], [-3.48, 0.13, -0.24], [2.91, 1.58, -0.38], [0.84, -0.98, -1.67], [2.16, -1.00, 0.46], [0.54, 3.00, 1.00], [-4.66, 0.87, -0.42], [-2.63, 0.12, -1.36], [-0.22, -2.32, 0.73], [-2.57, -2.74, 1.23], [-4.02, -0.46, 1.58], [-0.96, 0.93, 2.14], [0.95, 1.77, -1.23], [3.53, 0.84, -0.95], [3.27, 1.85, 0.70], [2.95, 2.58, -0.84], [1.51, -0.43, -2.37], [-0.16, -0.94, -2.00], [1.22, -1.96, -1.64], [2.16, -2.04, 0.22], [1.99, -0.80, 1.51], [3.14, -0.60, 0.27], [-4.64, 1.39, -1.20]],
  "orbital_gap_ev": 8.802,
  "charge": 0,
  "e_tot_ha": -716.5061,
  "e_homo_ev": -8.72,
  "e_above_lowest_kcal_mol": 10.5,
  "smiles": "C[C@@H]1C(=O)C=C(/C=C\\C=C(\\O)F)C1(C)C"
}

***

7.
{
  "formula": "C12H15INO4",
  "method": "ωB97M-V/def2-TZVPD",
  "elements": ["C", "C", "O", "C", "C", "C", "O", "C", "C", "C", "C", "C", "C", "N", "I", "C", "O", "O", "H", "H", "H", "H", "H", "H", "H", "H", "H", "H", "H", "H", "H", "H", "H"],
  "coordinates": [[2.46, -2.00, 0.26], [3.16, -0.63, 0.30], [4.23, -0.70, 1.29], [2.25, 0.52, 0.67], [1.31, 1.06, -0.41], [0.13, 0.14, -0.68], [-0.63, 0.05, 0.54], [-1.97, -0.16, 0.35], [-2.85, 0.82, 0.80], [-4.22, 0.64, 0.64], [-4.70, -0.52, 0.02], [-3.82, -1.50, -0.42], [-2.45, -1.32, -0.26], [2.02, 1.49, -1.60], [2.20, 0.14, -3.15], [0.64, 2.41, 0.14], [-0.21, 2.87, -0.66], [1.07, 2.88, 1.18], [3.01, -2.72, 0.86], [2.37, -2.34, -0.77], [1.46, -1.90, 0.66], [3.69, -0.44, -0.63], [3.82, -0.45, 2.12], [2.89, 1.36, 0.94], [1.64, 0.28, 1.54], [-0.48, 0.56, -1.47], [0.43, -0.87, -0.96], [-2.44, 1.71, 1.26], [-4.90, 1.40, 0.98], [-5.76, -0.64, -0.11], [-4.19, -2.39, -0.90], [-1.74, -2.07, -0.58], [1.53, 2.30, -1.98]],
  "orbital_gap_ev": 7.409,
  "charge": -1,
  "e_tot_ha": -1119.7201,
  "e_homo_ev": -4.97,
  "smiles": "C[C@H](O)C[C@](COc1ccccc1)(NI)C(=O)[O-]"
}